1 | The following is a DFT calculation (ωB97M-V/def2-TZVPD) of a structure of composition C19H20ClIN2Ti.

Cartesian coordinates (Å):
C1 -2.27147 -1.57657 -1.78029
C2 -1.13027 -0.59349 -2.15746
H1 -2.00137 -2.39609 -1.10554
H2 -2.50642 -2.08270 -2.72775
H3 -3.20249 -1.09382 -1.47977
H4 -0.16119 -1.09747 -1.94071
H5 -0.98935 -0.38127 -3.21711
H6 -1.31800 0.46983 -1.78313
C3 0.08496 -1.67911 2.41695
C4 0.92125 -1.83221 3.51110
C5 2.27728 -1.52833 3.38539
C6 2.74603 -1.04216 2.17803
H7 -0.97830 -1.94859 2.43755
H8 0.50207 -2.19297 4.44283
H9 2.95667 -1.66166 4.22639
H10 3.79253 -0.79571 2.02428
N1 0.53609 -1.16209 1.24722
C7 1.85939 -0.80452 1.12220
C8 2.23833 -0.10467 -0.09436
N2 1.23185 0.13185 -0.97748
C9 1.48856 0.80630 -2.13364
C10 3.79613 1.08729 -1.50802
C11 2.75979 1.29029 -2.42137
H11 0.65085 0.92733 -2.82927
H12 2.90885 1.82590 -3.35877
C12 3.52728 0.38222 -0.34394
H13 4.28950 0.20575 0.40166
H14 4.79207 1.47730 -1.70329
Ti1 -0.77067 -0.36327 -0.19964
I1 -3.08879 -0.55510 1.11266
Cl1 -1.29694 1.77571 3.38888
C13 -2.24349 2.49952 2.13228
C14 -3.49720 3.01776 2.43902
C15 -4.25619 3.62217 1.43304
C16 -3.73381 3.74112 0.14434
C17 -2.48882 3.21474 -0.16320
C18 -1.75785 2.50599 0.80115
C19 -0.59476 1.70665 0.37913
H15 -3.86881 2.92876 3.45666
H16 -5.24227 4.01558 1.66620
H17 -4.29866 4.25442 -0.63252
H18 -2.06963 3.29431 -1.17229
H19 0.13541 1.53327 1.17619
H20 -0.08644 2.14641 -0.48117

Results
- LUMO (alpha / beta) (eV) = -0.20 / -0.57
- molecular weight (u) = 486.61
- frontier orbital gap (alpha / beta) (eV) = 5.483 / 6.720
- expectation value of S² = 2.0246
- HOMO (alpha / beta) (eV) = -5.68 / -7.29
- 2S+1 = 3

Löwdin atomic charge list, values in e, 4 entries: -0.25, -0.28, 0.06, 0.09

2 | The following is a DFT calculation (ωB97M-V/def2-TZVPD) of a structure of composition C19H20ClIN2Ti.

Cartesian coordinates (Å):
C1 3.23021 -3.64406 0.62037
C2 2.22363 -4.30256 -0.31351
H1 4.03528 -3.16279 0.06237
H2 3.69820 -4.40803 1.24520
H3 2.79211 -2.91706 1.30892
H4 1.78195 -3.65506 -1.06336
H5 2.74175 -5.10373 -0.83636
H6 1.42513 -4.77511 0.25466
C3 1.73555 2.44230 -0.08307
C4 2.01637 3.72732 -0.48719
C5 1.34441 4.25552 -1.59066
C6 0.40417 3.47464 -2.24877
H7 2.15011 2.00826 0.82367
H8 2.76017 4.30609 0.06432
H9 1.54240 5.25191 -1.95295
H10 -0.20591 3.84657 -3.07156
N1 0.95479 1.61711 -0.82278
C7 0.25578 2.14300 -1.88008
C8 -0.64667 1.24119 -2.54932
N2 -0.63286 -0.04775 -2.08489
C9 -1.55751 -0.92389 -2.57249
C10 -2.46590 0.76542 -4.04583
C11 -2.47921 -0.53473 -3.53598
H11 -1.53197 -1.92110 -2.13543
H12 -3.22312 -1.24964 -3.88078
C12 -1.53934 1.66834 -3.54401
H13 -1.50379 2.70625 -3.87873
H14 -3.16388 1.09429 -4.80291
Ti1 0.45344 -0.28896 -0.33574
I1 2.34634 -0.53818 1.45586
Cl1 0.30062 2.13538 2.74981
C13 -0.63931 0.71993 3.13140
C14 -0.76119 0.38325 4.47045
C15 -1.41976 -0.80466 4.82255
C16 -1.99731 -1.58911 3.82967
C17 -1.97577 -1.18792 2.50439
C18 -1.25758 -0.04006 2.12057
C19 -1.20530 0.31087 0.69856
H15 -0.35904 1.05690 5.23221
H16 -1.50244 -1.07452 5.87781
H17 -2.51316 -2.52361 4.09723
H18 -2.50333 -1.74974 1.73242
H19 -1.06701 1.37720 0.49410
H20 -2.04103 -0.08947 0.11986

Results
- LUMO (alpha / beta) (eV) = 0.01 / -0.57
- molecular weight (u) = 486.61
- frontier orbital gap (alpha / beta) (eV) = 5.802 / 7.296
- expectation value of S² = 2.0247
- HOMO (alpha / beta) (eV) = -5.80 / -7.86
- 2S+1 = 3

Löwdin atomic charge list, values in e, 4 entries: -0.26, -0.17, 0.06, 0.06

Here is how they stack up, most stable first: 2, 1.

1 | The following is a DFT calculation (ωB97M-V/def2-TZVPD) of the molecule C4H4.

Cartesian coordinates (Å):
C1 0.87572 1.67099 0.29528
C2 -0.01600 1.05488 1.06121
C3 -0.47012 -0.12445 0.56104
C4 -0.43843 -1.00945 -0.37314
H1 0.73743 1.49719 -0.73783
H2 -0.14768 1.35713 2.10428
H3 -1.18442 -1.62773 -0.60392
H4 0.56645 -1.13190 -0.83999

Results
- LUMO (alpha / beta) (eV) = -0.41 / -0.66
- molecular weight (u) = 52.08
- frontier orbital gap (alpha / beta) (eV) = 8.592 / 7.505
- HOMO (alpha / beta) (eV) = -9.00 / -8.16
- 2S+1 = 1

Löwdin atomic charge list, values in e, 4 entries: 0.12, -0.32, -0.04, 0.02

2 | The following is a DFT calculation (ωB97M-V/def2-TZVPD) of the molecule C4H4.

Cartesian coordinates (Å):
C1 0.56601 -0.63481 0.02381
C2 -2.18794 0.21307 0.06963
C3 -1.04766 -0.22799 0.00233
C4 1.45155 0.36961 0.04740
H1 0.61148 -1.63891 0.00885
H2 -3.18005 0.28282 -0.21511
H3 2.55454 0.27280 0.00347
H4 1.23205 1.36340 0.05963

Results
- LUMO (eV) = 1.00
- molecular weight (u) = 52.08
- frontier orbital gap (eV) = 10.683
- HOMO (eV) = -9.68
- 2S+1 = 1

Löwdin atomic charge list, values in e, 4 entries: -0.10, 0.05, -0.07, 0.00

Here is how they stack up, most stable first: 2, 1.

1 | The following is a DFT calculation (ωB97M-V/def2-TZVPD) of a structure of composition C5H10N5.

Cartesian coordinates (Å):
C1 -0.72692 1.25155 0.26338
C2 -1.48538 -0.95615 0.21401
C3 3.06813 -0.42411 0.16627
C4 1.96691 -1.12586 0.36368
C5 -1.77769 0.42978 0.07944
N1 0.55317 0.75312 0.46323
N2 -0.22544 -1.40441 0.17800
N3 -0.67054 2.56090 0.22594
N4 -2.53949 -1.74450 0.21795
N5 0.70159 -0.49961 0.36421
H1 4.07297 -0.95468 -0.00371
H2 3.22314 0.71367 0.18013
H3 1.81665 -2.18869 0.22487
H4 -2.74515 0.84184 0.01444
H5 0.62279 0.52895 -2.20786
H6 -1.37161 3.31110 0.20138
H7 0.38739 2.77768 0.20087
H8 -3.45815 -1.39071 0.49744
H9 -2.48815 -2.77166 -0.02107
H10 1.07579 0.29180 -1.62259

Results
- LUMO (eV) = -5.01
- molecular weight (u) = 140.17
- frontier orbital gap (eV) = 8.314
- HOMO (eV) = -13.32
- charge = +1
- 2S+1 = 1

Löwdin atomic charge list, values in e, 4 entries: -0.40, -0.34, 0.08, -0.13

2 | The following is a DFT calculation (ωB97M-V/def2-TZVPD) of the ion C5H10N5 with charge +1.

Cartesian coordinates (Å):
C1 -1.30987 0.90767 -0.02420
C2 -0.61758 -1.38352 -0.59939
C3 -1.60238 -0.40105 -0.27852
C4 3.46309 -0.84017 0.28962
C5 2.52325 0.07939 0.04639
N1 0.65419 -1.16817 -0.34630
N2 -0.26188 1.52142 -0.54319
N3 1.29238 -0.10786 -0.51954
N4 -0.02627 2.78143 -0.16373
N5 -2.89294 -1.08285 0.13655
H1 -2.10696 1.32899 0.69314
H2 -0.98845 -2.34737 -0.70948
H3 4.42332 -0.61140 0.58056
H4 3.21088 -1.84688 0.23807
H5 2.94937 1.10937 0.24346
H6 -0.24302 2.85067 0.79699
H7 0.92233 2.97617 -0.48259
H8 -3.59618 -0.41230 -0.09472
H9 -2.69782 -1.47208 1.15381
H10 -3.09545 -1.88146 -0.41692

Results
- LUMO (alpha / beta) (eV) = -4.19 / -4.19
- molecular weight (u) = 140.17
- frontier orbital gap (alpha / beta) (eV) = 7.675 / 7.673
- HOMO (alpha / beta) (eV) = -11.86 / -11.86
- charge = +1
- 2S+1 = 1

Löwdin atomic charge list, values in e, 4 entries: -0.15, -0.07, -0.23, 0.08

3 | The following is a DFT calculation (ωB97M-V/def2-TZVPD) of a structure of composition C5H10N5.

Cartesian coordinates (Å):
C1 1.85557 0.02835 -0.08669
C2 -1.36981 -0.25982 0.00400
C3 0.86111 -1.66557 -0.48700
C4 2.74224 1.19272 -0.19427
C5 -2.47837 0.58762 0.54257
N1 1.87984 -1.21152 0.42217
N2 -0.41645 0.34135 -0.72737
N3 -0.27560 -2.32201 -0.32578
N4 0.75351 -0.26901 -0.97293
N5 -1.30484 -1.54676 0.32237
H1 2.24138 2.10573 -0.39971
H2 3.31934 0.92761 -1.16942
H3 3.53580 1.27215 0.59433
H4 -2.31867 0.68443 1.65497
H5 -3.41269 0.02231 0.59025
H6 -2.53990 1.53554 0.10678
H7 2.56629 -1.77401 0.89500
H8 -0.41770 1.34215 -0.98825
H9 -0.56263 -3.24960 -0.47353
H10 -2.00055 -1.89168 0.90605

Results
- LUMO (alpha / beta) (eV) = -3.00 / -3.00
- molecular weight (u) = 140.17
- frontier orbital gap (alpha / beta) (eV) = 7.880 / 7.878
- HOMO (alpha / beta) (eV) = -10.88 / -10.88
- charge = +1
- 2S+1 = 1

Löwdin atomic charge list, values in e, 4 entries: -0.27, -0.25, -0.31, 0.00

Here is how they stack up, most stable first: 1, 3, 2.

1 | The following is a DFT calculation (ωB97M-V/def2-TZVPD) of the ion C4H13N2S2 with charge +1.

Cartesian coordinates (Å):
S1 2.79431 1.78637 3.36241
S2 2.46892 0.89874 1.65435
C1 0.71552 0.17202 1.46615
C2 -0.18061 0.72401 0.32031
C3 -1.36499 -0.35156 -0.03308
N1 -1.34403 -0.63392 -1.47821
C4 -0.89498 -2.02381 -1.83520
N2 0.76833 1.07894 -0.85951
H1 1.99865 2.81051 3.44150
H2 1.09545 -0.93330 1.26350
H3 0.08259 0.13041 2.34397
H4 -0.67107 1.58099 0.75728
H5 -2.18746 0.27628 0.30533
H6 -1.49534 -1.33046 0.41122
H7 -2.23816 -0.51203 -2.00345
H8 -0.35356 -2.37302 -1.08298
H9 -1.74906 -2.61570 -1.99077
H10 -0.18574 -1.95451 -2.67238
H11 0.99767 0.08328 -1.15704
H12 1.55385 1.62309 -0.53724
H13 0.18971 1.56368 -1.67615

Results
- LUMO (eV) = -3.26
- molecular weight (u) = 153.30
- frontier orbital gap (eV) = 9.046
- HOMO (eV) = -12.30
- charge = +1
- 2S+1 = 1

Löwdin atomic charge list, values in e, 4 entries: 0.36, 0.39, -0.44, -0.29

2 | The following is a DFT calculation (ωB97M-V/def2-TZVPD) of the ion C4H13N2S2 with charge +1.

Cartesian coordinates (Å):
C1 0.65773 0.25757 1.82123
C2 -0.54591 0.29863 -1.98230
C3 0.75471 0.20113 0.23230
C4 -0.67651 0.21966 -0.45565
N1 1.24046 -1.19581 0.19022
N2 -1.28447 -1.20208 -0.06886
S1 1.93059 1.46175 -0.41820
S2 -1.58954 1.53880 0.42817
H1 1.54040 0.54101 2.27284
H2 0.01636 1.05224 2.30402
H3 0.27333 -0.67948 2.15213
H4 -1.55392 0.05857 -2.39589
H5 -0.28975 1.29416 -2.17137
H6 0.33963 -0.15115 -2.43166
H7 2.03732 -1.44560 0.73995
H8 1.58569 -1.43816 -0.75696
H9 -0.18360 -1.54798 0.20677
H10 -2.06023 -0.91711 0.58700
H11 -1.72815 -1.58467 -0.90633
H12 2.32164 1.99726 0.75545
H13 -2.78579 1.24126 -0.10286

Results
- LUMO (eV) = -2.94
- molecular weight (u) = 153.30
- frontier orbital gap (eV) = 10.352
- HOMO (eV) = -13.29
- charge = +1
- 2S+1 = 1

Löwdin atomic charge list, values in e, 4 entries: -0.11, -0.08, -0.83, -0.75

Here is how they stack up, most stable first: 2, 1.

1 | The following is a DFT calculation (ωB97M-V/def2-TZVPD) of the molecule CH2OS.

Cartesian coordinates (Å):
C1 0.43853 0.37059 -0.03312
H1 2.25265 0.37580 0.16613
H2 0.70516 1.38759 -0.00696
O1 1.52475 -0.34290 -0.01129
S1 -1.11169 -0.07773 0.00812

Results
- LUMO (eV) = 0.26
- molecular weight (u) = 62.09
- frontier orbital gap (eV) = 9.245
- HOMO (eV) = -8.99
- 2S+1 = 1

Löwdin atomic charge list, values in e, 4 entries: -0.85, 0.17, 0.04, -0.02

2 | The following is a DFT calculation (ωB97M-V/def2-TZVPD) of a cluster of 2 separate species, CH2OS in total.

Cartesian coordinates (Å):
C1 -2.43601 -0.36495 -0.04117
O1 -2.13262 -1.56353 -0.04852
S1 -2.93603 1.25983 -0.12381
H1 4.03238 0.19669 -0.00463
H2 3.47228 0.47196 0.21813

Results
- LUMO (eV) = 0.24
- molecular weight (u) = 62.09
- frontier orbital gap (eV) = 10.943
- HOMO (eV) = -10.71
- 2S+1 = 1

Löwdin atomic charge list, values in e, 4 entries: -0.67, 0.04, 0.63, 0.00

Here is how they stack up, most stable first: 1, 2.